Record 1
Formula: C8H10
Source: OMol25
Level of theory: ωB97M-V with the def2-TZVPD basis set

Energy relative to the best compared isomer or geometry (same formula, charge and spin) in eV: 3.027
SMILES string: c1ccccc1.C=C
Molecular weight in g/mol: 106.17
2S+1: 1
Calculated total energy in hartree: -310.724443
Net charge: 0

Last column: Mulliken charge in e.
CARTESIAN COORDINATES (ANGSTROEM)
C  1.180  -0.488  1.273  -0.291
C  -0.042  -1.236  1.342  -0.249
C  -1.207  -0.542  1.033  -0.344
C  -1.228  0.882  0.776  -0.366
C  -0.055  1.544  0.489  -0.104
C  1.131  0.862  0.771  -0.735
H  2.127  -0.943  1.409  0.415
H  -0.064  -2.368  1.585  0.284
H  -2.259  -1.034  1.044  0.247
H  -2.240  1.289  0.412  0.332
H  -0.214  2.633  0.322  0.331
H  2.068  1.375  0.724  0.455
C  -0.465  -0.305  -1.711  -0.336
C  0.799  -0.324  -2.034  -0.473
H  -0.941  0.400  -0.963  0.059
H  -1.220  -0.888  -2.256  0.237
H  1.608  0.262  -1.520  0.278
H  1.020  -1.119  -2.696  0.260

Record 2
Formula: C8H10
Source: OMol25
Level of theory: ωB97M-V with the def2-TZVPD basis set

Energy relative to the best compared isomer or geometry (same formula, charge and spin) in eV: 4.017
SMILES string: c1ccccc1.C=C
Molecular weight in g/mol: 106.17
2S+1: 1
Calculated total energy in hartree: -310.688044
Net charge: 0

Last column: Mulliken charge in e.
CARTESIAN COORDINATES (ANGSTROEM)
C  -1.111  0.565  -0.931  -0.284
C  -1.197  0.445  0.473  -0.340
C  -1.149  -0.868  0.941  -0.373
C  -0.622  -2.013  0.162  -0.307
C  -0.399  -1.863  -1.206  -0.467
C  -0.759  -0.506  -1.755  -0.399
H  -1.130  1.608  -1.440  0.294
H  -1.610  1.131  1.189  0.471
H  -1.257  -0.954  2.034  0.307
H  -0.572  -2.870  0.779  0.368
H  0.075  -2.729  -1.580  0.403
H  -0.376  -0.117  -2.720  0.288
C  2.226  1.496  0.406  -0.441
C  1.037  1.271  0.868  -0.399
H  2.595  1.414  -0.639  0.270
H  3.047  1.492  1.190  0.209
H  0.226  1.329  0.262  0.241
H  0.977  1.170  1.966  0.158

Record 3
Formula: C8H10BO4
Source: OMol25
Level of theory: ωB97M-V with the def2-TZVPD basis set

Energy relative to the best compared isomer or geometry (same formula, charge and spin) in eV: 2.230
Molecular weight in g/mol: 180.98
2S+1: 1
Calculated total energy in hartree: -636.653494
Net charge: -1

Last column: Mulliken charge in e.
CARTESIAN COORDINATES (ANGSTROEM)
B  1.831  2.106  -0.288  0.813
C  2.426  0.870  -1.028  0.436
C  -0.754  0.245  0.379  0.370
C  3.018  -0.284  -1.463  -1.097
C  -1.256  1.341  -0.235  -0.140
C  1.199  1.104  2.086  0.512
C  -0.199  -0.648  1.154  -0.917
C  -2.412  2.176  0.166  -1.020
C  1.199  -0.320  1.764  -0.194
O  1.556  1.988  1.189  -0.594
O  0.876  1.409  3.214  -0.687
O  3.084  2.110  -1.043  -0.648
O  0.627  2.730  -0.967  -0.799
H  3.975  -0.224  -2.036  0.237
H  2.623  -1.242  -1.369  0.342
H  -1.083  1.317  -1.329  0.366
H  -0.720  -1.457  1.537  0.463
H  -3.119  2.039  -0.661  0.309
H  -2.042  3.246  0.052  0.281
H  -3.005  1.886  1.049  0.351
H  1.872  -0.546  0.960  0.014
H  1.421  -0.897  2.665  0.372
H  -0.016  2.390  -0.357  0.229